Entry 1:
The following is a quantum chemistry calculation of C18H29N5O2 in the gas phase at a distorted geometry, from OMol25.

The highest occupied orbital energy comes out at -0.302 hartree. The calculation puts the energy above the lowest of the compared OMol25 structures with the same formula, charge and spin at 2.1 kcal/mol. The value obtained for the energy is -1127.6265 a.u. The calculation puts the frontier orbital gap at 8.9 eV. Its SMILES is CCCn1c(CN2CCCC[C@H]2CC)nc2c1c(=O)n(C)c(=O)n2C. Its total charge is 0.

The geometry in XYZ format:
```
54
C18H29N5O2, DFT ωB97M-V/def2-TZVPD
C -1.743 -4.767 0.997
C -1.654 -3.266 1.232
C -1.208 -2.540 -0.040
N -1.126 -1.116 0.171
C -0.122 -0.377 0.701
C 1.229 -0.919 1.049
N 2.304 -0.566 0.140
C 1.953 -0.607 -1.265
C 3.222 -0.750 -2.101
C 4.172 0.404 -1.805
C 4.441 0.463 -0.305
C 3.143 0.566 0.509
C 2.476 1.950 0.391
C 3.173 3.000 1.247
N -0.455 0.898 0.831
C -1.720 0.990 0.376
C -2.178 -0.249 -0.038
C -3.487 -0.442 -0.577
O -3.971 -1.484 -0.980
N -4.202 0.761 -0.597
C -5.560 0.723 -1.114
C -3.772 2.016 -0.188
O -4.499 2.983 -0.266
N -2.489 2.108 0.307
C -1.962 3.383 0.743
H -0.775 -5.168 0.704
H -2.065 -5.273 1.903
H -2.459 -4.982 0.208
H -0.950 -3.054 2.041
H -2.633 -2.883 1.526
H -1.945 -2.709 -0.827
H -0.236 -2.916 -0.371
H 1.496 -0.563 2.046
H 1.169 -2.014 1.082
H 1.394 0.288 -1.586
H 1.312 -1.477 -1.432
H 3.708 -1.692 -1.840
H 2.963 -0.775 -3.161
H 3.728 1.341 -2.148
H 5.112 0.267 -2.344
H 5.086 1.310 -0.069
H 4.958 -0.451 -0.007
H 3.401 0.416 1.566
H 2.474 2.280 -0.649
H 1.439 1.859 0.717
H 4.206 3.144 0.938
H 3.168 2.704 2.295
H 2.659 3.955 1.162
H -5.646 1.380 -1.979
H -5.775 -0.305 -1.396
H -6.256 1.063 -0.348
H -2.761 4.117 0.664
H -1.618 3.301 1.774
H -1.121 3.671 0.112
```

Atom charges from the Mulliken analysis, given in e for atoms 1 to 5: C -1.3956; C 0.0003; C -1.4271; N 0.4279; C 0.3124


Entry 2:
The following is a quantum chemistry calculation of 3 unconnected molecules or ions with the total composition C18H36FO14PS2 at a distorted geometry, from OMol25.

The highest occupied orbital energy comes out at -0.323 hartree. The calculation puts the energy above the lowest of the compared OMol25 structures with the same formula, charge and spin at 0.0 kcal/mol. The value obtained for the energy is -2998.2731 a.u. The calculation puts the frontier orbital gap at 9.3 eV. Its SMILES is CCOCCOCCOC[C@@](OC(=O)O)([C@@H](C)F)P(C)CC.O=S1(=O)OCCO1.O=S1(=O)OCCO1. Its total charge is 0.

The geometry in XYZ format:
```
72
C18H36FO14PS2, DFT ωB97M-V/def2-TZVPD
C 4.797 1.018 -1.358
C 3.953 -0.255 -1.593
O 3.584 -0.912 -0.399
C 2.486 -0.286 0.245
C 1.533 -1.309 0.801
O 0.691 -1.784 -0.249
C -0.297 -2.697 0.209
C -1.659 -2.322 -0.434
O -1.409 -1.651 -1.649
C -2.362 -0.682 -2.022
C -1.786 0.736 -1.834
O -1.334 0.832 -0.442
C -2.232 1.203 0.478
O -2.009 2.091 1.241
O -3.379 0.471 0.575
C -0.508 0.869 -2.682
C -0.360 -0.046 -3.887
F -0.292 2.188 -3.104
P -3.214 1.898 -2.258
C -3.153 2.084 -4.087
C -2.909 3.618 -1.637
C -1.485 4.050 -1.263
H 4.403 1.839 -1.960
H 5.819 0.818 -1.678
H 4.788 1.311 -0.310
H 4.524 -0.963 -2.197
H 3.067 0.003 -2.188
H 1.961 0.417 -0.409
H 2.869 0.285 1.104
H 2.087 -2.156 1.214
H 0.900 -0.847 1.570
H 0.018 -3.694 -0.114
H -0.359 -2.636 1.298
H -2.194 -1.708 0.289
H -2.187 -3.256 -0.650
H -3.253 -0.807 -1.405
H -2.713 -0.836 -3.045
H -4.106 0.999 0.206
H 0.317 0.623 -2.008
H -1.277 -0.227 -4.443
H -0.005 -1.017 -3.541
H 0.402 0.368 -4.545
H -2.411 2.814 -4.407
H -4.143 2.460 -4.356
H -3.041 1.127 -4.591
H -3.358 4.292 -2.371
H -3.535 3.719 -0.746
H -1.516 4.954 -0.654
H -0.888 3.273 -0.799
H -0.958 4.339 -2.175
O -6.542 -1.151 5.491
S -6.649 0.134 4.902
O -7.896 0.799 4.790
O -5.942 0.087 3.466
C -4.899 1.070 3.394
C -4.416 1.221 4.819
O -5.612 1.129 5.608
H -5.330 2.003 3.023
H -4.114 0.744 2.720
H -3.918 2.169 4.996
H -3.753 0.402 5.105
O 4.500 -2.701 0.937
S 5.638 -2.118 1.539
O 5.682 -0.744 1.885
O 6.921 -2.480 0.646
C 7.903 -3.159 1.434
C 7.105 -3.882 2.498
O 6.060 -2.967 2.839
H 8.569 -2.413 1.873
H 8.479 -3.837 0.809
H 7.698 -4.121 3.377
H 6.650 -4.795 2.107
```

Atom charges from the Mulliken analysis, given in e for atoms 1 to 5: C -1.1145; C -0.0385; O -0.0765; C -0.7224; C -0.7851


Entry 3:
The following is a quantum chemistry calculation of C14H16N2O4S in the gas phase, from OMol25.

The highest occupied orbital energy comes out at -0.316 hartree. The calculation puts the energy above the lowest of the compared OMol25 structures with the same formula, charge and spin at 19.9 kcal/mol. The value obtained for the energy is -1351.7697 a.u. The calculation puts the frontier orbital gap at 9.2 eV. Its SMILES is Cc1ccsc1C(=O)NNC(=O)[C@H]1CC=CC[C@H]1C(=O)O. Its total charge is 0.

The geometry in XYZ format:
```
37
C14H16N2O4S, DFT ωB97M-V/def2-TZVPD
C 2.253 1.386 4.590
C 2.904 0.441 3.639
C 4.097 -0.253 3.961
C 4.535 -1.063 2.966
S 3.512 -1.012 1.593
C 2.456 0.135 2.375
C 1.267 0.657 1.696
O 0.442 1.395 2.213
N 1.136 0.264 0.405
N 0.057 0.685 -0.363
C -0.110 0.158 -1.593
O 0.700 -0.624 -2.056
C -1.337 0.681 -2.337
C -1.179 0.385 -3.830
C -1.419 -1.063 -4.130
C -1.995 -1.908 -3.292
C -2.499 -1.514 -1.937
C -2.635 0.010 -1.857
C -3.088 0.480 -0.495
O -2.592 1.379 0.136
O -4.154 -0.191 -0.056
H 1.371 1.830 4.140
H 1.964 0.856 5.497
H 2.954 2.171 4.869
H 4.600 -0.143 4.905
H 5.401 -1.694 2.951
H 1.750 -0.366 -0.099
H -0.616 1.268 0.132
H -1.404 1.759 -2.161
H -0.168 0.646 -4.147
H -1.876 1.001 -4.409
H -1.079 -1.402 -5.098
H -2.115 -2.949 -3.554
H -3.466 -1.984 -1.744
H -1.800 -1.871 -1.174
H -3.435 0.306 -2.547
H -4.430 0.145 0.812
```

Atom charges from the Mulliken analysis, given in e for atoms 1 to 5: C -1.3236; C 0.1979; C -0.6873; C -0.3304; S -0.2728


Entry 4:
The following is a quantum chemistry calculation of a molecular structure, C9H58CdNO21 at a distorted geometry, from OMol25.

The highest occupied orbital energy comes out at -0.360 hartree. The calculation puts the energy above the lowest of the compared OMol25 structures with the same formula, charge and spin at 117.8 kcal/mol. The value obtained for the energy is -2179.7614 a.u. The calculation puts the frontier orbital gap at 3.5 eV. Its total charge is +1.

The geometry in XYZ format:
```
90
C9H58CdNO21, DFT ωB97M-V/def2-TZVPD
Cd 0.038 3.882 4.426
C 2.803 0.067 1.291
C 2.017 0.776 0.094
C 2.245 0.102 -1.259
C 1.394 -1.145 -1.489
C -0.073 -0.826 -1.257
C -0.357 -0.187 0.122
N 0.559 1.007 0.353
O 0.228 1.901 1.451
C -0.310 -1.264 1.254
C -1.837 0.267 0.160
C 2.749 2.164 -0.091
H 2.358 0.404 2.227
H 3.893 0.046 1.289
H 2.521 -0.981 1.395
H 3.294 -0.195 -1.267
H 2.063 0.814 -2.064
H 1.753 -2.020 -0.946
H 1.478 -1.497 -2.517
H -0.568 -1.789 -1.386
H -0.441 -0.216 -2.081
H 0.428 -2.024 0.999
H -1.229 -1.837 1.380
H -0.110 -0.808 2.224
H -2.092 0.581 1.172
H -2.565 -0.522 -0.029
H -2.035 1.159 -0.435
H 2.582 2.669 -1.043
H 3.827 2.007 -0.142
H 2.337 2.795 0.697
O -6.353 2.197 -2.731
H -5.604 2.342 -2.154
H -6.169 1.361 -3.159
O 0.195 3.368 -3.597
H 0.735 2.964 -4.276
H -0.015 2.652 -2.999
O -3.058 -6.354 1.263
H -2.888 -7.211 0.871
H -2.650 -6.400 2.127
O -0.957 -1.429 -6.499
H -1.113 -1.442 -7.443
H -0.247 -0.799 -6.381
O 0.157 6.520 2.961
H 0.017 6.381 2.025
H 0.125 7.470 3.071
O 2.023 1.486 -6.511
H 2.265 2.217 -7.080
H 2.707 0.832 -6.656
O -0.676 1.899 6.457
H -0.336 1.724 7.335
H -1.149 1.101 6.219
O -4.945 -2.911 3.726
H -4.678 -3.760 3.374
H -5.094 -2.367 2.953
O -3.945 -0.607 -4.613
H -3.036 -0.835 -4.810
H -4.308 -1.395 -4.208
O 4.184 6.418 3.588
H 4.660 6.214 4.393
H 3.988 7.353 3.655
O -4.295 0.437 5.098
H -5.046 1.010 5.251
H -4.679 -0.389 4.805
O 2.021 6.396 -2.898
H 1.745 5.485 -2.999
H 2.246 6.679 -3.785
O 2.766 3.438 4.933
H 3.210 2.910 5.597
H 3.359 4.173 4.776
O 1.996 -1.797 6.847
H 1.182 -2.234 6.597
H 2.556 -1.873 6.074
O 4.983 -4.732 -5.057
H 4.303 -4.828 -4.391
H 4.821 -5.450 -5.670
O 2.453 -5.356 1.087
H 1.549 -5.377 1.400
H 2.984 -5.413 1.881
O 2.997 -6.333 -2.135
H 2.049 -6.422 -2.033
H 3.340 -6.385 -1.243
O -7.408 -2.037 -0.571
H -7.170 -2.861 -0.146
H -8.030 -1.628 0.030
O -0.896 5.528 -0.329
H -0.757 4.612 -0.090
H -0.250 5.699 -1.015
O -0.719 -6.181 -2.464
H -0.951 -5.667 -3.237
H -1.143 -5.725 -1.737
```

Atom charges from the Mulliken analysis, given in e for atoms 1 to 5: Cd 0.7109; C -1.5204; C 1.2541; C -1.2045; C -0.6800


Entry 5:
The following is a quantum chemistry calculation of 2 unconnected molecules or ions with the total composition C29H37N3O3 at a distorted geometry, from OMol25.

The highest occupied orbital energy comes out at -0.231 hartree. The calculation puts the energy above the lowest of the compared OMol25 structures with the same formula, charge and spin at 0.0 kcal/mol. The value obtained for the energy is -1517.1595 a.u. The calculation puts the frontier orbital gap at 4.5 eV. Its total charge is 0.

The geometry in XYZ format:
```
72
C29H37N3O3, DFT ωB97M-V/def2-TZVPD
C -0.710 -4.556 2.130
C -1.205 -3.762 0.939
C -2.187 -2.760 1.226
C -2.740 -1.909 0.220
C -3.856 -0.993 0.679
O -2.365 -1.877 -0.961
O -0.750 -3.999 -0.187
H -1.020 -4.126 3.085
H -1.097 -5.579 2.063
H 0.382 -4.616 2.099
H -2.557 -2.670 2.243
H -3.883 -0.866 1.763
H -3.741 -0.015 0.200
H -4.819 -1.403 0.354
C -1.627 4.693 0.636
N -1.417 3.522 -0.186
C -2.174 3.315 -1.302
O -3.090 4.036 -1.689
C -1.678 2.035 -1.973
C -0.981 2.338 -3.308
C -1.916 2.970 -4.319
C -2.743 2.159 -5.101
C -3.604 2.743 -6.040
C -3.641 4.136 -6.185
C -2.817 4.949 -5.391
C -1.962 4.364 -4.456
N -0.764 1.495 -0.960
C -0.207 0.276 -1.088
C 0.705 -0.270 -0.197
C 1.254 -1.544 -0.251
C 2.185 -2.034 0.722
C 2.787 -3.318 0.594
C 3.672 -3.808 1.537
C 4.009 -3.028 2.676
N 4.873 -3.521 3.660
C 6.313 -3.368 3.573
C 4.418 -4.458 4.669
C 3.436 -1.740 2.813
C 2.550 -1.266 1.864
C -0.534 2.418 0.178
C 0.913 2.928 0.228
C -1.001 1.797 1.499
H -2.284 5.389 0.107
H -2.096 4.439 1.595
H -0.675 5.193 0.840
H -2.534 1.346 -2.113
H -0.140 3.023 -3.087
H -0.581 1.386 -3.691
H -2.704 1.072 -4.963
H -4.241 2.101 -6.653
H -4.312 4.595 -6.914
H -2.839 6.037 -5.487
H -1.326 4.985 -3.816
H -0.553 -0.319 -1.936
H 1.010 0.367 0.626
H 0.982 -2.212 -1.068
H 2.527 -3.926 -0.273
H 4.131 -4.798 1.431
H 6.566 -2.701 2.739
H 6.705 -2.940 4.507
H 6.803 -4.344 3.418
H 3.326 -4.548 4.620
H 4.872 -5.451 4.520
H 4.704 -4.101 5.670
H 3.698 -1.138 3.689
H 2.123 -0.276 2.017
H 1.159 3.432 -0.718
H 1.017 3.638 1.057
H 1.624 2.114 0.375
H -2.073 1.561 1.422
H -0.464 0.873 1.721
H -0.834 2.514 2.312
```

Atom charges from the Mulliken analysis, given in e for atoms 1 to 5: C -1.0425; C 0.8733; C -0.7290; C 1.0046; C -1.1313


Entry 6:
The following is a quantum chemistry calculation of a molecular structure, C46H34MgN4OS at a distorted geometry, from OMol25.

The highest occupied orbital energy comes out at -0.242 hartree. The calculation puts the energy above the lowest of the compared OMol25 structures with the same formula, charge and spin at 6.8 kcal/mol. The value obtained for the energy is -2666.0166 a.u. The calculation puts the frontier orbital gap at 5.8 eV. Its total charge is 0.

The geometry in XYZ format:
```
87
C46H34MgN4OS, DFT ωB97M-V/def2-TZVPD
Mg 0.228 0.113 0.066
C 0.831 -3.338 6.929
C 0.526 -1.985 6.912
C 0.404 -1.314 5.704
C 0.593 -1.985 4.498
C 0.891 -3.345 4.525
C 1.008 -4.017 5.733
C 0.487 -1.252 3.204
C -0.787 -0.847 2.786
C -2.005 -1.118 3.513
C -3.016 -0.543 2.816
C -2.421 0.075 1.653
N -1.074 -0.146 1.652
C -3.143 0.775 0.678
C -2.596 1.324 -0.484
C -3.358 2.009 -1.501
C -2.496 2.298 -2.506
C -1.199 1.811 -2.097
C -0.036 1.906 -2.870
C -0.174 2.434 -4.260
C -0.206 1.533 -5.323
C -0.350 1.979 -6.628
C -0.458 3.338 -6.889
C -0.421 4.242 -5.837
C -0.280 3.794 -4.531
C 1.239 1.517 -2.447
N 1.545 0.966 -1.243
C 2.895 0.790 -1.223
C 3.631 0.212 -0.184
C 5.110 0.120 -0.360
C 5.919 1.240 -0.189
C 7.294 1.147 -0.347
C 7.877 -0.066 -0.682
C 7.077 -1.185 -0.864
C 5.703 -1.093 -0.701
C 3.090 -0.312 0.994
C 3.874 -0.884 2.066
C 2.997 -1.307 3.006
C 1.675 -0.988 2.513
N 1.768 -0.378 1.302
C 3.470 1.257 -2.466
C 2.442 1.703 -3.226
N -1.292 1.220 -0.872
C -4.623 0.867 0.853
C -5.203 1.786 1.721
C -6.582 1.838 1.875
C -7.398 0.970 1.165
C -6.829 0.053 0.293
C -5.451 0.006 0.137
H 0.934 -3.861 7.872
H 0.384 -1.453 7.844
H 0.173 -0.256 5.687
H 1.039 -3.873 3.591
H 1.235 -5.076 5.743
H -2.072 -1.656 4.445
H -4.065 -0.520 3.065
H -4.410 2.237 -1.440
H -2.701 2.817 -3.429
H -0.111 0.473 -5.118
H -0.378 1.267 -7.443
H -0.570 3.691 -7.905
H -0.502 5.303 -6.036
H -0.251 4.505 -3.714
H 5.460 2.185 0.076
H 7.911 2.026 -0.204
H 8.950 -0.139 -0.804
H 7.525 -2.133 -1.133
H 5.076 -1.966 -0.838
H 4.950 -0.935 2.092
H 3.210 -1.772 3.955
H 4.519 1.241 -2.713
H 2.480 2.135 -4.213
H -4.564 2.461 2.276
H -7.017 2.561 2.553
H -8.472 1.008 1.287
H -7.454 -0.630 -0.269
H -5.005 -0.704 -0.551
C -1.810 -2.181 -2.661
S -1.577 -1.689 -0.935
C -2.044 -3.260 -0.162
O -0.083 -1.631 -0.791
H -1.194 -3.051 -2.883
H -1.485 -1.330 -3.259
H -2.865 -2.380 -2.850
H -3.131 -3.344 -0.171
H -1.686 -3.199 0.865
H -1.571 -4.089 -0.687
```

Atom charges from the Mulliken analysis, given in e for atoms 1 to 5: Mg 0.2456; C -0.3440; C -0.8836; C 0.1773; C -0.7564


Entry 7:
The following is a quantum chemistry calculation of C4H8N4 in the gas phase at a distorted geometry, from OMol25.

The highest occupied orbital energy comes out at -0.286 hartree. The calculation puts the energy above the lowest of the compared OMol25 structures with the same formula, charge and spin at 94.7 kcal/mol. The value obtained for the energy is -376.0976 a.u. The calculation puts the frontier orbital gap at 8.6 eV. Its SMILES is [H]/N=C(\N)C(=C)/C(N)=N/[H]. Its total charge is 0.

The geometry in XYZ format:
```
16
C4H8N4, DFT ωB97M-V/def2-TZVPD
H 0.804 0.630 2.777
N 0.155 0.818 2.016
C 0.686 0.773 0.872
N 1.878 0.153 0.428
C 0.105 0.551 -0.429
C 0.264 1.239 -1.561
C -0.873 -0.801 -0.350
N -1.801 -0.828 0.630
N -0.688 -1.614 -1.311
H -1.487 -2.212 -1.524
H 2.232 -0.579 1.064
H 2.452 0.345 -0.376
H 1.226 1.529 -1.951
H -0.599 1.480 -2.158
H -1.695 -0.141 1.366
H -2.659 -1.343 0.509
```

Atom charges from the Mulliken analysis, given in e for atoms 1 to 5: H 0.2209; N -0.7020; C 0.6916; N -0.4745; C 0.1245